Record 1
A cluster of 5 separate species, C32H24F4N2O4 in total, computed with ωB97M-V/def2-TZVPD.

Summary:
**DFT total energy**: -2043.2455 hartree

Geometry as ORCA input:
```
! RIJCOSX wB97M-V def2-TZVPD def2/J DEFGRID3
* xyz 0 1
O 2.929 1.446 3.619
N 2.958 2.505 2.997
O 2.208 2.362 1.890
C 0.773 2.594 2.161
C 0.226 4.170 2.063
C -1.387 4.526 2.309
C -2.370 3.261 2.655
C -1.821 1.722 2.791
C -0.249 1.327 2.543
C -3.146 0.831 3.165
O -3.153 -0.480 3.430
N -4.420 1.697 3.221
C -3.980 3.149 2.943
O -4.837 4.172 2.925
H 0.975 5.067 1.820
H -1.832 5.609 2.233
H 0.105 0.214 2.650
H -4.967 1.264 2.418
F -1.903 0.546 -1.122
C -0.695 0.314 -1.651
C 0.441 0.512 -0.874
C 1.700 0.266 -1.423
C 1.809 -0.165 -2.747
C 0.663 -0.357 -3.520
C -0.596 -0.121 -2.968
H 0.338 0.856 0.150
H 2.594 0.411 -0.821
H 2.791 -0.353 -3.175
H 0.751 -0.689 -4.552
H -1.497 -0.274 -3.552
F 4.180 -0.542 -4.424
C 5.348 -1.067 -4.029
C 6.224 -1.579 -4.979
C 7.442 -2.121 -4.569
C 7.765 -2.156 -3.211
C 6.876 -1.645 -2.264
C 5.664 -1.092 -2.675
H 5.953 -1.551 -6.030
H 8.138 -2.517 -5.305
H 8.713 -2.584 -2.891
H 7.128 -1.677 -1.206
H 4.965 -0.682 -1.953
F 5.833 -2.053 0.878
C 4.692 -2.680 1.194
C 3.595 -1.933 1.609
C 2.405 -2.585 1.933
C 2.329 -3.977 1.849
C 3.437 -4.718 1.436
C 4.623 -4.065 1.101
H 3.675 -0.853 1.677
H 1.538 -2.010 2.252
H 1.401 -4.485 2.106
H 3.377 -5.801 1.375
H 5.492 -4.624 0.769
F -6.169 0.515 0.817
C -7.458 0.781 0.568
C -8.220 1.433 1.530
C -9.561 1.715 1.270
C -10.128 1.331 0.052
C -9.356 0.673 -0.906
C -8.012 0.401 -0.650
H -7.765 1.717 2.474
H -10.164 2.232 2.013
H -11.175 1.547 -0.149
H -9.800 0.371 -1.852
H -7.395 -0.102 -1.387
*
```



Record 2
A structure of composition C32H25As2F4N7O4W, computed with ωB97M-V/def2-TZVPD.

Summary:
**Relative energy (zero: lowest compared OMol25 entry of this formula, charge and spin)**: 25.49 kJ/mol
**DFT total energy**: -6855.2041 hartree

Geometry as ORCA input:
```
! RIJCOSX wB97M-V def2-TZVPD def2/J DEFGRID3
* xyz 4 1
W 1.318 0.027 0.276
O 3.212 3.538 -0.134
C 2.858 2.466 -0.445
O 2.499 1.492 0.527
C 2.643 1.862 -1.789
C 2.947 2.408 -3.021
C 2.596 1.675 -4.157
C 1.922 0.460 -4.034
C 1.653 0.001 -2.758
N 2.039 0.681 -1.688
C 0.875 -1.215 -2.364
O 0.217 -1.918 -3.035
O 1.004 -1.393 -0.975
H 3.443 3.368 -3.085
H 2.836 2.062 -5.140
H 1.611 -0.117 -4.896
C -1.265 -2.572 1.509
As 0.527 -1.975 1.868
C 0.650 -1.579 3.752
C 1.735 -3.426 1.587
C 1.355 -4.726 1.900
C 2.297 -5.747 1.837
C 3.608 -5.468 1.476
C 3.984 -4.170 1.154
C 3.041 -3.149 1.208
As 3.533 -1.385 0.669
C 4.397 -1.599 -1.043
C 4.837 -0.654 1.882
H -1.507 -3.269 2.313
H -1.294 -3.074 0.544
H -1.963 -1.738 1.533
H 0.662 -2.540 4.265
H -0.213 -1.004 4.085
H 1.572 -1.045 3.970
H 0.342 -4.968 2.199
H 2.005 -6.760 2.077
H 4.340 -6.264 1.438
H 5.011 -3.981 0.861
H 5.368 -2.058 -0.850
H 4.558 -0.641 -1.533
H 3.794 -2.265 -1.657
H 5.494 -1.482 2.147
H 4.368 -0.257 2.779
H 5.404 0.128 1.380
C 0.298 3.874 3.646
N -0.211 2.468 3.637
C -1.205 2.077 4.678
C 0.180 1.662 2.752
N 0.554 0.916 1.914
H -0.530 4.522 3.365
H 1.124 3.967 2.947
H 0.634 4.093 4.657
H -1.885 2.918 4.797
H -0.677 1.875 5.607
H -1.768 1.213 4.337
F -5.227 3.053 -0.197
C -5.046 2.354 -1.303
C -6.058 2.309 -2.231
F -7.157 2.958 -1.979
C -5.927 1.569 -3.455
C -4.677 0.887 -3.649
C -3.690 0.952 -2.708
F -2.536 0.310 -2.915
C -3.833 1.677 -1.513
C -2.759 1.736 -0.549
C -1.547 1.135 -0.652
N -0.462 0.704 -0.477
C -2.792 2.474 0.681
N -2.620 2.986 1.696
F -4.465 0.195 -4.737
C -6.956 1.518 -4.394
C -8.192 2.193 -4.233
N -9.215 2.721 -4.167
C -6.858 0.783 -5.605
N -6.807 0.170 -6.579
*
```



Record 3
A structure of composition C32H25AsClN2O8Ru, computed with ωB97M-V/def2-TZVPD.

Summary:
**⟨S²⟩**: 0.76
**Relative energy (zero: lowest compared OMol25 entry of this formula, charge and spin)**: 0.00 kJ/mol
**DFT total energy**: -4736.7687 hartree

Geometry as ORCA input:
```
! RIJCOSX wB97M-V def2-TZVPD def2/J DEFGRID3
* xyz 0 2
Ru 0.603 -1.251 -0.112
O 0.023 -6.102 3.571
C 0.090 -5.129 2.875
C -0.787 -4.830 1.652
O -1.648 -5.538 1.189
C -0.325 -3.508 1.173
C 0.696 -3.021 1.991
O 1.189 -1.837 1.729
C 1.043 -3.936 3.062
O 1.897 -3.816 3.912
O -0.762 -2.826 0.180
Cl 1.507 -2.961 -7.170
C 1.111 -2.329 -5.601
C 0.215 -1.247 -5.503
C -0.115 -0.726 -4.287
C 0.422 -1.255 -3.078
O 0.057 -0.707 -1.973
C 1.328 -2.349 -3.195
C 1.955 -2.983 -2.084
O 1.832 -2.729 -0.877
C 1.653 -2.866 -4.474
H -0.211 -0.835 -6.408
H -0.808 0.100 -4.198
H 2.642 -3.803 -2.332
H 2.338 -3.701 -4.547
C 4.709 2.259 0.745
N 3.869 1.461 -0.121
C 2.963 0.559 0.313
N 2.942 0.248 1.616
O 2.178 0.066 -0.528
H 5.299 2.931 0.128
H 5.408 1.634 1.305
H 4.119 2.856 1.444
H 3.732 1.747 -1.075
H 3.690 0.543 2.216
H 2.369 -0.537 1.920
C -3.334 0.534 4.537
C -3.227 1.713 3.810
C -2.456 1.753 2.660
C -1.784 0.609 2.240
C -1.889 -0.570 2.969
C -2.667 -0.607 4.118
As -0.812 0.574 0.573
C 0.128 2.266 0.542
C 0.611 2.832 1.716
C 1.411 3.966 1.665
C 1.738 4.531 0.441
C 1.272 3.957 -0.735
C 0.478 2.821 -0.686
C -2.265 0.818 -0.682
C -2.696 2.066 -1.112
C -3.769 2.163 -1.988
C -4.413 1.016 -2.426
C -3.987 -0.231 -1.989
C -2.912 -0.334 -1.122
H -3.942 0.506 5.432
H -3.749 2.602 4.139
H -2.379 2.673 2.091
H -1.366 -1.459 2.636
H -2.749 -1.525 4.684
H 0.354 2.398 2.676
H 1.774 4.409 2.583
H 2.352 5.422 0.403
H 1.527 4.395 -1.691
H 0.132 2.360 -1.604
H -2.200 2.966 -0.770
H -4.101 3.136 -2.327
H -5.250 1.093 -3.108
H -4.488 -1.127 -2.332
H -2.565 -1.311 -0.800
*
```



Record 4
A structure of composition C32H25AsN2NiO7Se, computed with ωB97M-V/def2-TZVPD.

Summary:
**⟨S²⟩**: 2.01
**Relative energy (zero: lowest compared OMol25 entry of this formula, charge and spin)**: 35.50 kJ/mol
**DFT total energy**: -8016.1352 hartree

Geometry as ORCA input:
```
! RIJCOSX wB97M-V def2-TZVPD def2/J DEFGRID3
* xyz -2 3
Ni 1.729 -0.568 0.637
O -1.289 -2.863 3.155
C -1.491 -1.889 4.065
C -2.474 -2.093 5.036
C -2.742 -1.113 5.978
C -2.032 0.087 5.968
C -1.040 0.281 5.017
C -0.743 -0.695 4.067
C 0.359 -0.493 3.067
O 0.371 -1.317 2.042
N 1.195 0.467 3.291
N 2.180 0.433 2.303
C 3.015 1.385 2.255
C 4.176 1.374 1.375
C 5.100 2.410 1.534
C 6.267 2.477 0.801
C 6.510 1.472 -0.145
C 5.605 0.454 -0.342
C 4.401 0.372 0.393
O 3.587 -0.626 0.162
H -0.628 -2.491 2.513
H -3.019 -3.030 5.022
H -3.519 -1.281 6.716
H -2.254 0.860 6.695
H -0.455 1.194 4.990
H 2.879 2.229 2.926
H 4.870 3.186 2.260
H 6.967 3.295 0.940
H 7.417 1.504 -0.742
H 5.769 -0.307 -1.096
C -4.189 -3.823 -2.926
C -4.637 -2.660 -2.311
C -3.727 -1.733 -1.802
C -2.351 -1.942 -1.902
C -1.918 -3.125 -2.512
C -2.819 -4.052 -3.025
As -0.989 -0.780 -1.007
C 0.164 -0.578 -2.574
C 0.168 0.497 -3.459
C 1.129 0.574 -4.458
C 2.094 -0.419 -4.592
C 2.111 -1.483 -3.701
C 1.157 -1.550 -2.692
C -2.107 0.800 -0.876
C -2.738 1.433 -1.942
C -3.512 2.566 -1.728
C -3.672 3.069 -0.441
C -3.052 2.436 0.630
C -2.266 1.309 0.410
H -4.897 -4.544 -3.322
H -5.702 -2.471 -2.223
H -4.098 -0.835 -1.326
H -0.853 -3.318 -2.600
H -2.453 -4.959 -3.497
H -0.517 1.322 -3.319
H 1.148 1.441 -5.110
H 2.857 -0.338 -5.359
H 2.885 -2.240 -3.766
H 1.205 -2.358 -1.971
H -2.636 1.039 -2.945
H -3.977 3.067 -2.570
H -4.263 3.964 -0.278
H -3.159 2.829 1.635
H -1.741 0.844 1.238
O 0.088 2.825 -1.850
Se 1.366 2.342 -0.950
O 1.701 3.327 0.315
O 0.813 0.878 -0.241
O 2.676 1.933 -1.836
*
```



Record 5
A structure of composition C32H25BrN6O5Pd, computed with ωB97M-V/def2-TZVPD.

Summary:
**DFT total energy**: -4641.1392 hartree

Geometry as ORCA input:
```
! RIJCOSX wB97M-V def2-TZVPD def2/J DEFGRID3
* xyz -2 1
Pd -1.598 0.273 0.899
O 0.930 3.742 1.697
C -0.102 3.040 1.757
N -0.266 1.810 2.236
C 0.279 1.139 3.252
O 0.989 1.575 4.169
C -0.227 -0.275 3.283
C 0.498 -1.303 3.868
C -0.033 -2.581 3.931
C -1.331 -2.776 3.447
C -2.008 -1.701 2.913
N -1.478 -0.473 2.793
C -1.335 3.490 1.034
C -1.274 4.619 0.209
C -2.364 4.974 -0.551
C -3.510 4.182 -0.453
C -3.494 3.100 0.408
N -2.447 2.734 1.139
H 1.473 -1.086 4.279
H 0.528 -3.401 4.363
H -1.817 -3.745 3.517
H -3.035 -1.803 2.567
H -0.359 5.193 0.178
H -2.334 5.841 -1.200
H -4.394 4.415 -1.032
H -4.382 2.484 0.514
Br 0.314 -2.813 -3.070
C 0.324 -4.024 -1.598
C 0.908 -5.269 -1.792
C 0.918 -6.180 -0.752
C 0.354 -5.838 0.468
C -0.219 -4.588 0.641
C -0.253 -3.656 -0.392
C -0.805 -2.234 -0.151
O 0.065 -1.352 -0.174
O -2.028 -2.127 0.033
H 1.336 -5.519 -2.752
H 1.355 -7.159 -0.901
H 0.373 -6.551 1.283
H -0.640 -4.307 1.593
C 3.408 -2.166 0.297
C 3.001 -0.780 -0.103
C 2.796 0.188 0.870
C 2.415 1.466 0.529
C 2.186 1.799 -0.804
N 1.861 3.136 -1.091
C 1.328 3.693 -2.206
O 1.496 4.870 -2.492
N 0.629 2.867 -3.085
C -0.417 2.002 -2.725
C -1.216 1.454 -3.736
C -2.276 0.635 -3.360
C -2.552 0.442 -2.024
N -1.813 0.998 -1.055
C -0.762 1.742 -1.407
C 2.390 0.837 -1.786
C 2.801 -0.434 -1.429
H 4.033 -2.132 1.190
H 3.953 -2.667 -0.503
H 2.517 -2.749 0.529
H 2.934 -0.066 1.910
H 2.277 2.211 1.298
H 1.936 3.745 -0.277
H 0.479 3.309 -3.985
H -1.018 1.670 -4.777
H -2.903 0.185 -4.118
H -3.382 -0.176 -1.701
H -0.216 2.174 -0.581
H 2.239 1.074 -2.828
H 2.959 -1.177 -2.200
*
```



Record 6
A structure of composition C32H25Cl2N6NaO4S, computed with ωB97M-V/def2-TZVPD.

Summary:
**Relative energy (zero: lowest compared OMol25 entry of this formula, charge and spin)**: 31.65 kJ/mol
**DFT total energy**: -3344.9377 hartree

Geometry as ORCA input:
```
! RIJCOSX wB97M-V def2-TZVPD def2/J DEFGRID3
* xyz -2 1
Na 0.202 0.364 0.100
C 2.666 -1.634 1.431
O 2.514 -0.959 0.193
C 2.734 -1.667 -0.936
C 3.392 -2.890 -0.970
C 3.599 -3.531 -2.187
C 3.149 -2.966 -3.367
C 2.475 -1.751 -3.330
C 2.267 -1.092 -2.129
N 1.485 0.104 -2.023
N 1.506 0.757 -3.099
C 0.707 1.868 -3.269
C -0.353 2.272 -2.394
O -0.681 1.720 -1.323
C -1.136 3.428 -2.839
C -0.897 4.083 -3.989
C 0.159 3.679 -4.872
C 0.402 4.365 -6.073
C 1.407 3.981 -6.927
C 2.199 2.877 -6.572
C 1.985 2.193 -5.402
C 0.952 2.566 -4.504
H 3.717 -1.876 1.621
H 2.057 -2.541 1.445
H 2.312 -0.943 2.192
H 3.722 -3.353 -0.051
H 4.097 -4.494 -2.197
H 3.288 -3.478 -4.311
H 2.070 -1.307 -4.229
H -1.936 3.719 -2.168
H -1.506 4.936 -4.276
H -0.232 5.214 -6.314
H 1.588 4.518 -7.850
H 3.000 2.555 -7.229
H 2.607 1.350 -5.140
O 3.711 2.621 1.722
C 3.558 2.584 3.053
C 4.564 3.137 3.853
C 4.450 3.122 5.230
C 3.333 2.557 5.839
C 2.340 2.008 5.043
C 2.427 2.007 3.653
C 1.342 1.409 2.797
O 1.466 1.528 1.538
N 0.388 0.776 3.441
N -0.622 0.411 2.553
C -1.208 -0.678 2.851
C -2.299 -1.211 2.011
C -2.683 -2.540 2.176
C -3.610 -3.082 1.306
C -4.140 -2.270 0.317
C -3.709 -0.952 0.246
N -2.817 -0.420 1.068
H 2.879 2.170 1.362
H 5.425 3.570 3.358
H 5.241 3.555 5.834
H 3.239 2.546 6.918
H 1.458 1.556 5.478
H -0.881 -1.282 3.700
H -2.197 -3.152 2.924
H -3.874 -4.129 1.372
H -4.853 -2.647 -0.407
H -4.096 -0.290 -0.524
S -0.466 -5.070 0.300
C -0.301 -3.416 0.119
N -0.202 -2.259 0.030
Cl -2.456 0.508 -4.815
C -2.697 -1.076 -4.019
Cl -1.602 -1.347 -2.686
H -2.547 -1.832 -4.781
H -3.721 -1.090 -3.660
*
```



Record 7
A structure of composition C32H25ClN3O3PS4Tl, computed with ωB97M-V/def2-TZVPD.

Summary:
**DFT total energy**: -4190.8271 hartree

Geometry as ORCA input:
```
! RIJCOSX wB97M-V def2-TZVPD def2/J DEFGRID3
* xyz 1 1
Tl -0.023 -0.307 0.989
Cl 3.275 0.012 -0.003
C 3.677 1.735 -0.260
C 5.029 2.033 -0.254
C 5.456 3.361 -0.296
C 4.536 4.407 -0.398
C 3.174 4.098 -0.455
C 2.750 2.748 -0.397
P 0.978 2.394 -0.370
C 0.360 3.180 -1.883
C 1.186 3.562 -2.962
C 0.638 4.266 -4.042
C -0.745 4.468 -4.134
C -1.577 4.044 -3.113
C -1.049 3.388 -2.000
C 0.508 3.556 0.939
C -0.442 4.572 0.879
C -0.791 5.260 2.075
C -0.230 4.891 3.272
C 0.794 3.928 3.306
C 1.142 3.218 2.162
H 5.713 1.205 -0.078
H 6.506 3.553 -0.177
H 4.806 5.456 -0.406
H 2.399 4.883 -0.492
H 2.254 3.373 -2.930
H 1.313 4.586 -4.830
H -1.162 4.917 -5.018
H -2.636 4.245 -3.163
H -1.695 3.053 -1.186
H -0.802 4.890 -0.135
H -1.524 6.067 2.015
H -0.590 5.319 4.210
H 1.308 3.699 4.206
H 1.864 2.408 2.173
S -7.363 -0.892 -0.656
C -5.708 -1.117 -0.825
S -4.716 0.146 -1.528
C -3.202 -0.684 -1.039
N -3.465 -1.850 -0.472
N -4.844 -2.159 -0.486
C -5.234 -3.495 -0.220
C -4.294 -4.330 0.420
C -4.580 -5.649 0.703
C -5.844 -6.190 0.432
C -6.773 -5.386 -0.248
C -6.471 -4.058 -0.589
S -1.733 0.040 -1.358
H -3.320 -3.864 0.637
H -3.828 -6.296 1.158
H -6.127 -7.180 0.697
H -7.734 -5.807 -0.494
H -7.151 -3.390 -1.179
N 0.655 -2.764 -0.951
C 1.625 -3.273 -0.091
C 2.963 -3.379 -0.450
C 3.918 -3.824 0.465
C 3.527 -4.109 1.807
C 2.139 -3.961 2.205
C 1.225 -3.559 1.267
S 4.620 -4.633 3.045
O 4.089 -3.789 4.154
O 5.939 -4.275 2.613
O 4.346 -6.075 3.113
H -0.232 -3.203 -0.875
H 0.954 -2.716 -1.929
H 3.256 -3.138 -1.488
H 4.985 -3.917 0.143
H 1.817 -4.170 3.232
H 0.160 -3.520 1.542
*
```